# 1
Below is C24H21IrNO4PS as an isolated structure, with properties calculated with ωB97M-V/def2-TZVPD.

Last column: Mulliken charge in e.
CARTESIAN COORDINATES (ANGSTROEM)
Ir1 0.12127 0.13604 0.54027  1.59
O1 0.08873 -1.69222 -0.42773  -0.63
C1 1.09646 -1.89914 -1.45338  -0.42
C2 1.96655 -0.67799 -1.56363  0.59
C3 3.04781 -0.65966 -2.42328  -0.94
C4 3.82141 0.48541 -2.51558  -0.32
C5 3.49460 1.58951 -1.73998  -0.83
C6 2.40279 1.51190 -0.90451  -0.02
N1 1.65480 0.39746 -0.81555  -0.15
H1 0.07901 -2.39307 0.24237  0.41
H2 0.55568 -2.04492 -2.38774  0.21
H3 1.67497 -2.79336 -1.22795  0.57
H4 3.28129 -1.53948 -3.00849  0.50
H5 4.67284 0.51406 -3.18209  0.48
H6 4.07565 2.49945 -1.77748  0.46
H7 2.09861 2.34045 -0.27962  0.49
O2 -0.43134 1.65506 1.88510  -0.71
S1 -1.48449 0.77788 2.54401  1.37
O3 -1.68085 0.97056 3.92365  -0.59
O4 -0.98760 -0.60586 2.07541  -0.71
C7 -2.96864 1.03238 1.64602  0.42
C8 -4.14588 1.11358 2.36967  -0.63
C9 -5.33685 1.34906 1.69346  -0.69
C10 -5.33346 1.52199 0.32027  -0.80
C11 -4.14527 1.43921 -0.39660  -0.42
C12 -2.94846 1.16807 0.25857  -0.04
P1 -1.44022 1.13248 -0.72534  1.26
C13 -1.67018 0.13530 -2.19538  0.84
C14 -0.71274 0.23668 -3.21194  -0.71
C15 -0.81152 -0.56909 -4.33342  -1.00
C16 -1.84887 -1.49089 -4.43720  -0.60
C17 -2.78563 -1.60855 -3.41998  -0.85
C18 -2.69996 -0.79856 -2.29647  -0.87
C19 -1.08776 2.81442 -1.22863  1.17
C20 -0.60270 3.75354 -0.30945  -0.57
C21 -0.43992 5.07205 -0.69919  -0.82
C22 -0.76498 5.46570 -1.99102  -0.58
C23 -1.25816 4.54108 -2.89994  -0.76
C24 -1.42082 3.21673 -2.52657  -0.58
H8 -4.12524 1.01483 3.44646  0.59
H9 -6.26190 1.41326 2.24943  0.45
H10 -6.25646 1.73044 -0.20338  0.45
H11 -4.15669 1.59639 -1.46854  0.55
H12 0.08780 0.96468 -3.14127  0.57
H13 -0.08908 -0.47130 -5.13323  0.47
H14 -1.92982 -2.11360 -5.31820  0.46
H15 -3.59124 -2.32517 -3.50351  0.49
H16 -3.43205 -0.90189 -1.50622  0.52
H17 -0.35946 3.46616 0.70022  0.51
H18 -0.06503 5.79610 0.01141  0.47
H19 -0.64000 6.49864 -2.28712  0.44
H20 -1.52283 4.84930 -3.90218  0.47
H21 -1.82325 2.51258 -3.24243  0.43

* orbital gap: 8.0 eV
* DFT total energy: -2126.22611 hartree
* total charge: +2

=====

# 2
Below is one molecule with the formula C24H21N3O5S, with properties calculated with ωB97M-V/def2-TZVPD.

Last column: Mulliken charge in e.
CARTESIAN COORDINATES (ANGSTROEM)
C1 -5.79583 -2.43163 1.57814  -1.30
C2 -4.74870 -2.32883 0.46920  0.04
C3 -5.13610 -3.12869 -0.77444  -1.31
N1 -4.47728 -0.94473 0.13528  0.48
C4 -3.26913 -0.37439 0.30500  -0.73
C5 -3.28152 0.95280 -0.09546  0.05
C6 -2.25242 1.92257 -0.10562  -0.60
C7 -0.95297 1.86329 0.29215  0.42
S1 0.06276 3.30582 0.10311  -0.27
C8 1.48171 2.48568 0.76179  0.61
O1 2.57213 2.96710 0.90499  -0.57
N2 1.12375 1.21359 1.11529  0.08
C9 2.14676 0.31086 1.58951  -0.84
C10 3.18322 0.11451 0.47040  0.53
O2 2.83269 -0.06742 -0.67187  -0.68
N3 4.46348 0.15544 0.91299  -0.07
C11 5.64895 0.01946 0.17748  0.50
C12 5.65967 -0.24223 -1.18630  -0.36
C13 6.85594 -0.37926 -1.88511  -1.19
C14 8.02586 -0.24878 -1.17911  1.04
C15 8.01745 0.01381 0.19201  0.95
C16 6.84847 0.15174 0.89364  -1.52
O3 9.30466 0.09406 0.64991  -0.50
C17 10.12861 -0.11680 -0.47800  -0.25
O4 9.32347 -0.33867 -1.61440  -0.47
C18 -0.17766 0.78627 0.88118  0.64
O5 -0.53751 -0.33334 1.18602  -0.71
C19 -4.62821 1.20189 -0.54845  0.32
C20 -5.26426 2.32662 -1.06223  -0.45
C21 -6.59551 2.23415 -1.40713  -0.78
C22 -7.29620 1.04009 -1.24633  -0.95
C23 -6.68711 -0.08941 -0.73885  -0.29
C24 -5.34486 -0.00729 -0.38802  0.44
H1 -5.48705 -1.84309 2.43906  0.36
H2 -5.90094 -3.46830 1.88675  0.43
H3 -6.76382 -2.07045 1.24497  0.25
H4 -3.80359 -2.73084 0.85327  0.24
H5 -5.22025 -4.18188 -0.52016  0.43
H6 -6.08522 -2.79460 -1.18193  0.25
H7 -4.37384 -3.01727 -1.54212  0.36
H8 -2.44123 -0.92793 0.70154  0.92
H9 -2.55708 2.88295 -0.50491  0.37
H10 2.59429 0.71063 2.50298  0.35
H11 1.64490 -0.64102 1.79338  0.33
H12 4.61059 0.38317 1.88620  0.19
H13 4.72464 -0.33392 -1.71102  0.55
H14 6.86248 -0.57888 -2.94285  0.41
H15 6.85758 0.35780 1.95167  0.38
H16 10.76238 0.76998 -0.64102  0.24
H17 10.77194 -0.99425 -0.30386  0.24
H18 -4.72792 3.25476 -1.18884  0.37
H19 -7.10783 3.09595 -1.80766  0.39
H20 -8.33842 0.99750 -1.52529  0.39
H21 -7.25592 -0.99860 -0.62692  0.27

* orbital gap: 7.5 eV
* DFT total energy: -1865.87370 hartree
* total charge: 0

=====

# 3
Below is C24H21N6O4OsS as an isolated structure, with properties calculated with ωB97M-V/def2-TZVPD.

Last column: Mulliken charge in e.
CARTESIAN COORDINATES (ANGSTROEM)
Os1 -0.26418 -0.13122 -1.06702  1.23
C1 -2.56794 -3.49124 0.36287  -1.77
C2 -1.54624 -2.59644 -0.24804  1.06
N1 -1.77824 -1.37124 -0.62160  0.82
N2 -3.10276 -0.96713 -0.51614  -1.33
C3 -3.31787 -0.00846 -1.38212  0.62
N3 -4.54651 0.52551 -1.47261  -0.41
S1 -2.07533 0.60334 -2.41397  -0.53
C4 -0.21417 -3.08361 -0.60513  0.54
C5 0.27986 -4.35443 -0.35807  -0.79
C6 1.49149 -4.70218 -0.93434  -0.48
C7 2.16286 -3.78201 -1.72715  -0.83
C8 1.63038 -2.51567 -1.89299  -0.04
N4 0.46235 -2.17653 -1.34034  -0.30
H1 -3.43616 -2.93003 0.68520  0.38
H2 -2.13293 -4.01915 1.21298  0.47
H3 -2.89340 -4.24138 -0.36147  0.37
H4 -5.30692 0.09439 -0.97484  0.23
H5 -4.75148 1.19729 -2.19026  0.23
H6 -0.27237 -5.05291 0.25297  0.40
H7 1.90205 -5.68966 -0.77555  0.46
H8 3.09450 -4.03228 -2.21155  0.44
H9 2.14449 -1.74759 -2.45049  0.50
C9 -2.04876 -0.36869 2.50590  -1.35
C10 -0.59404 -0.41115 2.21654  0.08
N5 0.04301 -0.37777 1.04520  0.32
C11 1.39100 -0.39708 1.33635  -0.48
C12 1.57919 -0.47611 2.67733  0.14
N6 0.32088 -0.48555 3.20380  -0.05
C13 2.75191 -0.56011 3.59413  0.48
O1 3.94688 -0.60995 3.04037  -0.52
O2 2.54886 -0.59013 4.77935  -0.58
C14 2.34534 -0.25502 0.23695  1.25
O3 3.54954 -0.39338 0.37094  -0.81
O4 1.75376 0.01040 -0.88790  -0.68
H10 -2.63332 -0.61511 1.62463  0.08
H11 -2.33544 0.62917 2.84244  0.41
H12 -2.29694 -1.06832 3.30382  0.47
H13 0.15361 -0.52940 4.20057  0.29
H14 3.89596 -0.55617 2.04975  0.40
C15 2.22652 4.64121 -2.49695  -0.57
C16 2.06246 3.35718 -3.02933  -1.04
C17 1.24490 2.44322 -2.40257  -0.26
C18 0.53937 2.77267 -1.23010  0.87
C19 -0.32726 1.82893 -0.56922  0.73
C20 -1.10812 2.32100 0.48853  -0.36
C21 -0.98146 3.61433 0.97877  -1.17
C22 -0.08078 4.48555 0.40132  -0.86
C23 0.67852 4.08893 -0.72207  1.16
C24 1.54482 5.00064 -1.36027  -0.86
H15 2.88383 5.34748 -2.98405  0.41
H16 2.58234 3.08103 -3.93641  0.41
H17 1.14198 1.45255 -2.83220  0.17
H18 -1.84138 1.66350 0.93399  0.41
H19 -1.58799 3.94266 1.81295  0.46
H20 0.03048 5.49241 0.78222  0.39
H21 1.65884 5.99371 -0.94512  0.41

* orbital gap (spin up / spin down): 5.2 / 5.2 eV
* DFT total energy: -2045.37901 hartree
* total charge: +1

=====

# 4
Below is C24H22BCrF4N2O5PS as an isolated structure, with properties calculated with ωB97M-V/def2-TZVPD.

Last column: Mulliken spin population.
CARTESIAN COORDINATES (ANGSTROEM)
Cr1 -0.02701 1.42187 -0.63977  1.14
O1 -3.52325 2.61463 0.07828  -0.01
S1 -2.59129 1.60384 -0.24038  0.00
O2 -1.49187 1.32577 0.74618  0.02
O3 -1.76108 1.75076 -1.52838  -0.02
C1 -3.35087 0.04465 -0.41756  0.00
C2 -4.71271 -0.09634 -0.25006  0.00
C3 -5.26199 -1.37358 -0.32661  0.00
C4 -4.44741 -2.46867 -0.54541  0.00
C5 -3.07416 -2.30927 -0.72475  0.00
C6 -2.51005 -1.04584 -0.67647  -0.01
P1 -0.75978 -0.81864 -1.14441  -0.08
C7 0.20258 -2.02271 -0.22471  0.01
C8 1.41331 -2.48486 -0.73898  -0.01
C9 2.21056 -3.31814 0.02886  0.00
C10 1.81171 -3.67716 1.31018  0.00
C11 0.61475 -3.20387 1.82934  0.00
C12 -0.19183 -2.37324 1.06525  0.00
C13 -0.68946 -1.24928 -2.89222  0.01
C14 -0.73122 -0.25728 -3.86858  0.00
C15 -0.71185 -0.60347 -5.21206  0.00
C16 -0.66147 -1.93850 -5.58222  0.00
C17 -0.63707 -2.93377 -4.61327  0.00
C18 -0.64833 -2.59386 -3.27123  0.00
H1 -5.32406 0.77306 -0.05172  0.00
H2 -6.32795 -1.50804 -0.20524  0.00
H3 -4.87703 -3.46030 -0.58829  0.00
H4 -2.45538 -3.18118 -0.89598  0.00
H5 1.73256 -2.20457 -1.73519  0.00
H6 3.14237 -3.69024 -0.37498  0.00
H7 2.43537 -4.33225 1.90372  0.00
H8 0.30565 -3.48407 2.82733  0.00
H9 -1.12475 -2.00333 1.47285  0.00
H10 -0.82139 0.78679 -3.59793  0.00
H11 -0.74304 0.17151 -5.96545  0.00
H12 -0.64253 -2.20670 -6.63006  0.00
H13 -0.60888 -3.97535 -4.90302  0.00
H14 -0.60013 -3.37565 -2.52381  0.00
O4 1.96750 1.82290 -3.05365  0.01
C19 1.26422 1.66413 -2.19946  -0.03
F1 2.05730 3.43685 -0.23578  0.00
B1 0.87826 4.02302 0.26871  -0.01
F2 0.63715 3.53643 1.54875  0.00
F3 -0.19510 3.42806 -0.59951  0.01
F4 0.84827 5.36473 0.16739  0.00
N1 1.34742 0.83352 0.55906  -0.03
C20 1.86727 1.04614 1.58415  -0.01
N2 2.43366 1.27678 2.70198  0.00
C21 3.73099 2.00968 2.73927  0.00
C22 3.50326 3.36890 3.37903  0.00
O5 2.86616 3.23167 4.63559  0.00
C23 1.57242 2.67094 4.50018  0.00
C24 1.68386 1.24999 3.98592  0.00
H15 4.10118 2.10286 1.71988  0.00
H16 4.42678 1.41192 3.32799  0.00
H17 2.91460 4.01017 2.71590  0.00
H18 4.46901 3.83745 3.56301  0.00
H19 0.96738 3.27488 3.81944  0.00
H20 1.11279 2.66991 5.48722  0.00
H21 0.71280 0.78720 3.82023  0.00
H22 2.27175 0.63914 4.67144  0.00

* orbital gap (spin up / spin down): 7.4 / 8.0 eV
* DFT total energy: -3621.80317 hartree
* <S²>: 0.762
* spin multiplicity: 2
* total charge: +1

=====

> Number 4 is which compound?

C24H22BCrF4N2O5PS

=====

Copy entry 3 word for word.
Below is C24H21N6O4OsS as an isolated structure, with properties calculated with ωB97M-V/def2-TZVPD.

Last column: Mulliken charge in e.
CARTESIAN COORDINATES (ANGSTROEM)
Os1 -0.26418 -0.13122 -1.06702  1.23
C1 -2.56794 -3.49124 0.36287  -1.77
C2 -1.54624 -2.59644 -0.24804  1.06
N1 -1.77824 -1.37124 -0.62160  0.82
N2 -3.10276 -0.96713 -0.51614  -1.33
C3 -3.31787 -0.00846 -1.38212  0.62
N3 -4.54651 0.52551 -1.47261  -0.41
S1 -2.07533 0.60334 -2.41397  -0.53
C4 -0.21417 -3.08361 -0.60513  0.54
C5 0.27986 -4.35443 -0.35807  -0.79
C6 1.49149 -4.70218 -0.93434  -0.48
C7 2.16286 -3.78201 -1.72715  -0.83
C8 1.63038 -2.51567 -1.89299  -0.04
N4 0.46235 -2.17653 -1.34034  -0.30
H1 -3.43616 -2.93003 0.68520  0.38
H2 -2.13293 -4.01915 1.21298  0.47
H3 -2.89340 -4.24138 -0.36147  0.37
H4 -5.30692 0.09439 -0.97484  0.23
H5 -4.75148 1.19729 -2.19026  0.23
H6 -0.27237 -5.05291 0.25297  0.40
H7 1.90205 -5.68966 -0.77555  0.46
H8 3.09450 -4.03228 -2.21155  0.44
H9 2.14449 -1.74759 -2.45049  0.50
C9 -2.04876 -0.36869 2.50590  -1.35
C10 -0.59404 -0.41115 2.21654  0.08
N5 0.04301 -0.37777 1.04520  0.32
C11 1.39100 -0.39708 1.33635  -0.48
C12 1.57919 -0.47611 2.67733  0.14
N6 0.32088 -0.48555 3.20380  -0.05
C13 2.75191 -0.56011 3.59413  0.48
O1 3.94688 -0.60995 3.04037  -0.52
O2 2.54886 -0.59013 4.77935  -0.58
C14 2.34534 -0.25502 0.23695  1.25
O3 3.54954 -0.39338 0.37094  -0.81
O4 1.75376 0.01040 -0.88790  -0.68
H10 -2.63332 -0.61511 1.62463  0.08
H11 -2.33544 0.62917 2.84244  0.41
H12 -2.29694 -1.06832 3.30382  0.47
H13 0.15361 -0.52940 4.20057  0.29
H14 3.89596 -0.55617 2.04975  0.40
C15 2.22652 4.64121 -2.49695  -0.57
C16 2.06246 3.35718 -3.02933  -1.04
C17 1.24490 2.44322 -2.40257  -0.26
C18 0.53937 2.77267 -1.23010  0.87
C19 -0.32726 1.82893 -0.56922  0.73
C20 -1.10812 2.32100 0.48853  -0.36
C21 -0.98146 3.61433 0.97877  -1.17
C22 -0.08078 4.48555 0.40132  -0.86
C23 0.67852 4.08893 -0.72207  1.16
C24 1.54482 5.00064 -1.36027  -0.86
H15 2.88383 5.34748 -2.98405  0.41
H16 2.58234 3.08103 -3.93641  0.41
H17 1.14198 1.45255 -2.83220  0.17
H18 -1.84138 1.66350 0.93399  0.41
H19 -1.58799 3.94266 1.81295  0.46
H20 0.03048 5.49241 0.78222  0.39
H21 1.65884 5.99371 -0.94512  0.41

* orbital gap (spin up / spin down): 5.2 / 5.2 eV
* DFT total energy: -2045.37901 hartree
* total charge: +1

=====

> The lowest total charge belongs to which entry?

C24H21N3O5S